Record 1
Formula: C3H11ClN3
Source: the Open Molecules 2025 dataset
Level of theory: wB97M-V/def2-TZVPD

Output
ΔE to the lowest compared entry with this formula, charge and spin, kJ/mol: 559.3
Orbital gap (spin up / spin down), Eh: 0.298 / 0.298
LUMO energy (spin up / spin down), eV: -4.1 / -4.1

The geometry in ORCA input format:
```
! wB97M-V def2-TZVPD RIJCOSX def2/J DEFGRID3
* xyz 1 1
C 0.1683 -1.6975 1.7314
C 0.1866 -0.9678 0.3931
C 0.1560 2.1184 0.8127
N -0.5430 1.9648 -0.2368
N -0.9038 -0.2581 -0.0900
N -0.5927 -1.5288 -0.6777
Cl 0.9874 1.3177 -3.1618
H -0.8733 -2.0589 1.9871
H 0.7282 -2.6210 1.5562
H 0.8287 -1.1264 2.4629
H 1.2051 -0.7166 0.2020
H 1.2309 2.2440 0.9230
H -1.4644 1.3917 -0.2079
H 0.0058 2.0109 -1.0983
H -0.3531 2.1068 1.7342
H 0.7400 1.6532 -4.2909
H -1.3771 -2.2572 -0.4308
H -0.1296 -1.5752 -1.6085
*
```

Record 2
Formula: C5H10O2
Source: the Open Molecules 2025 dataset
Level of theory: wB97M-V/def2-TZVPD

Output
ΔE to the lowest compared entry with this formula, charge and spin, kJ/mol: 384.8
SMILES string: C=C/C=C(/C)O.O
Orbital gap, Eh: 0.356
LUMO energy, eV: 0.8

The geometry in ORCA input format:
```
! wB97M-V def2-TZVPD RIJCOSX def2/J DEFGRID3
* xyz 0 1
C 1.0472 -3.2428 0.4160
C 1.6336 -2.1006 0.7702
C 0.9480 -1.2646 1.6593
C 0.4315 -0.2063 1.1333
O 0.2891 -0.0867 -0.2355
C -0.2905 0.9874 1.6997
H 1.2395 -4.1334 -0.1762
H 0.0208 -3.5145 0.7497
H 2.6339 -2.0134 0.4765
H 1.0105 -1.2685 2.6969
H 0.3946 -0.9613 -0.7318
H 0.4172 1.6064 2.3081
H -1.2657 0.7322 2.1453
H -0.8223 1.7588 0.9961
H -3.3066 4.3924 -4.3632
H -1.8453 4.3081 -4.9698
O -2.5355 5.0069 -4.5747
*
```

Record 3
Formula: C20H18N5OPdS
Source: the Open Molecules 2025 dataset
Level of theory: wB97M-V/def2-TZVPD

Output
ΔE to the lowest compared entry with this formula, charge and spin, kJ/mol: 234.0
Orbital gap (spin up / spin down), Eh: 0.248 / 0.245
LUMO energy (spin up / spin down), eV: -4.8 / -4.8

The geometry in ORCA input format:
```
! wB97M-V def2-TZVPD RIJCOSX def2/J DEFGRID3
* xyz 1 1
Pd -0.8813 1.0381 -0.7378
C -1.2977 -1.2923 -4.1583
C -0.5378 -2.4337 -3.8899
C -0.2935 -2.7855 -2.5867
C -0.7704 -1.9660 -1.5569
N -1.4853 -0.8675 -1.8015
C -1.7483 -0.5595 -3.0924
N -0.5574 -2.3735 -0.2491
C -0.5423 -1.5552 0.7210
N -0.4734 -0.1501 0.7387
C -0.6322 0.2824 2.0675
N -0.7036 1.4880 2.4842
C -0.9134 2.4690 1.5612
C -0.1612 3.6677 1.6105
C -0.3015 4.5802 0.6088
C -1.2438 4.3527 -0.4142
C -2.0214 3.2332 -0.3430
N -1.8846 2.2896 0.6387
C -0.6161 -0.9034 2.9422
C -0.6620 -1.0076 4.3181
C -0.6331 -2.2909 4.8542
C -0.5642 -3.4154 4.0293
C -0.5249 -3.2906 2.6441
C -0.5511 -2.0125 2.1289
H -1.5389 -0.9950 -5.1689
H -0.1639 -3.0481 -4.6994
H 0.2561 -3.6779 -2.3201
H -2.3854 0.3030 -3.2449
H 0.5407 3.8034 2.4219
H 0.3042 5.4774 0.6007
H -1.3868 5.0647 -1.2145
H -2.8728 3.0994 -0.9998
H -0.7190 -0.1290 4.9469
H -0.6661 -2.4221 5.9278
H -0.5425 -4.4014 4.4753
H -0.4791 -4.1553 1.9952
C 3.3346 -0.1422 -2.6928
S 2.1357 -0.0573 -1.3988
C 3.0061 0.9730 -0.2521
O 1.0280 0.8194 -1.9881
H 3.7234 0.8539 -2.8987
H 2.8142 -0.5401 -3.5625
H 4.1286 -0.8266 -2.3911
H 3.7860 0.3841 0.2321
H 2.2752 1.2878 0.4909
H 3.4224 1.8317 -0.7766
*
```

Record 4
Formula: C2H2F5N
Source: the Open Molecules 2025 dataset
Level of theory: wB97M-V/def2-TZVPD

Output
ΔE to the lowest compared entry with this formula, charge and spin, kJ/mol: 124.0
Orbital gap, Eh: 0.396
LUMO energy, eV: 0.7

The geometry in ORCA input format:
```
! wB97M-V def2-TZVPD RIJCOSX def2/J DEFGRID3
* xyz 0 1
C -0.4698 0.7274 0.1056
C 1.2704 -0.3761 0.0003
N -1.6227 -0.0236 -0.0802
F -0.3167 1.1674 1.3142
F -0.3792 1.7522 -0.8423
F 1.3365 -1.1958 -1.0382
F 1.0877 -1.1520 1.0605
F 2.3368 0.3945 0.0693
H -1.5211 -0.4250 -1.0612
H -1.7219 -0.8689 0.4719
*
```

Record 5
Formula: C35H41IN5OS2V
Source: the Open Molecules 2025 dataset
Level of theory: wB97M-V/def2-TZVPD

Output
ΔE to the lowest compared entry with this formula, charge and spin, kJ/mol: 68.3
Orbital gap (spin up / spin down), Eh: 0.273 / 0.283
LUMO energy (spin up / spin down), eV: -2.0 / -2.1

The geometry in ORCA input format:
```
! wB97M-V def2-TZVPD RIJCOSX def2/J DEFGRID3
* xyz 1 4
V 0.1635 -0.7786 -0.2004
C 4.0103 -0.9758 -2.3486
C 2.7848 -1.7110 -1.8943
C 2.6313 -2.0851 -0.5555
C 1.5116 -2.8070 -0.1249
C 1.5336 -3.5313 1.1940
C 0.4744 -3.0316 -1.0459
C 0.6175 -2.6763 -2.3924
C -0.4542 -3.0106 -3.3911
C 1.7842 -2.0412 -2.7999
H 4.1970 -1.1359 -3.4100
H 4.8920 -1.2998 -1.7931
H 3.8783 0.0962 -2.1783
H 3.4396 -1.9189 0.1485
H 0.5331 -3.7935 1.5327
H 2.0257 -2.9449 1.9692
H 2.0987 -4.4572 1.0664
H -0.3744 -3.6374 -0.7475
H -0.0738 -3.7327 -4.1161
H -0.7658 -2.1252 -3.9486
H -1.3307 -3.4433 -2.9123
H 1.9036 -1.7730 -3.8442
C -6.7240 0.4711 -2.1772
C -5.7779 1.3786 -1.7156
C -4.5053 0.9495 -1.3699
C -4.1515 -0.3980 -1.4705
C -5.1024 -1.2909 -1.9638
C -6.3788 -0.8677 -2.3062
C -2.7915 -0.8965 -1.1391
C -1.8386 -0.3772 -0.3472
C -2.0421 0.7462 0.6119
C -3.0829 0.7291 1.5483
C -3.1426 1.6760 2.5561
C -2.1670 2.6680 2.6618
C -1.1320 2.7012 1.7433
C -1.0725 1.7452 0.7324
H -7.7175 0.8076 -2.4430
H -6.0311 2.4279 -1.6281
H -3.7731 1.6705 -1.0273
H -4.8342 -2.3365 -2.0724
H -7.1016 -1.5821 -2.6784
H -2.5482 -1.8249 -1.6621
H -3.8376 -0.0459 1.4812
H -3.9571 1.6450 3.2696
H -2.2211 3.4066 3.4514
H -0.3713 3.4704 1.7999
H -0.2589 1.8160 0.0117
N -1.2245 0.9420 -3.2058
C -0.0051 1.1679 -2.7310
O 0.5255 0.4085 -1.9011
C 0.7679 2.3429 -3.2617
I -0.0531 4.1704 -2.5650
H -1.8177 0.3066 -2.6724
H -1.6795 1.6523 -3.7589
H 0.7379 2.3863 -4.3475
H 1.7861 2.3055 -2.8958
N 2.0134 0.0913 2.3685
C 0.8291 -0.4847 2.6982
N 0.0275 -1.0994 1.8660
C -1.0412 -1.6861 2.5819
C -2.0354 -2.4841 2.0306
C -3.0221 -2.9858 2.8612
C -3.0267 -2.7040 4.2290
C -2.0274 -1.9261 4.7891
C -1.0402 -1.4328 3.9471
S 0.3416 -0.4609 4.3595
H 2.1659 0.4785 1.4338
H 2.4289 0.6717 3.0809
H -2.0475 -2.6749 0.9665
H -3.8059 -3.6016 2.4403
H -3.8110 -3.1016 4.8587
H -2.0176 -1.7111 5.8496
C 5.3517 4.7860 1.1492
N 4.3240 3.9554 0.5262
C 4.2060 2.6308 0.3912
S 2.7881 1.9972 -0.3491
N 5.1518 1.7740 0.8102
C 6.4998 1.9981 1.3261
H 5.1640 5.8104 0.8393
H 6.3470 4.5231 0.8098
H 5.3096 4.7444 2.2372
H 3.4850 4.4289 0.2287
H 4.9326 0.8304 0.5325
H 6.4991 2.6421 2.1998
H 7.1684 2.4038 0.5680
H 6.8842 1.0295 1.6347
*
```

Record 6
Formula: C2H9NO
Source: the Open Molecules 2025 dataset
Level of theory: wB97M-V/def2-TZVPD

Output
ΔE to the lowest compared entry with this formula, charge and spin, kJ/mol: 90.2
SMILES string: NCO.C
Orbital gap, Eh: 0.404
LUMO energy, eV: 0.8

The geometry in ORCA input format:
```
! wB97M-V def2-TZVPD RIJCOSX def2/J DEFGRID3
* xyz 0 1
C 1.6979 1.5911 0.9830
H 2.0298 0.5271 1.2946
H 0.8690 1.9955 1.5988
H 1.3352 1.5035 -0.0069
H 2.5327 2.2285 0.8063
N -2.1916 -0.8937 -0.1027
C -0.8796 -1.2961 -0.5515
O -0.0134 -0.2997 -1.0049
H -1.9473 -0.1331 0.4515
H -2.7484 -0.6142 -0.8981
H -0.4949 -1.9317 0.3117
H -0.9179 -2.0550 -1.3787
H 0.7283 -0.6221 -1.5032
*
```

Record 7
Formula: C5H10O
Source: the Open Molecules 2025 dataset
Level of theory: wB97M-V/def2-TZVPD

Output
ΔE to the lowest compared entry with this formula, charge and spin, kJ/mol: 123.5
Orbital gap, Eh: 0.393
LUMO energy, eV: 1.1

The geometry in ORCA input format:
```
! wB97M-V def2-TZVPD RIJCOSX def2/J DEFGRID3
* xyz 0 1
C -1.6689 0.7345 -0.1093
C -0.6503 -0.1662 0.5636
C -0.2035 -1.5212 0.0226
O 1.0736 -1.3364 0.6700
C 0.8638 0.1024 0.6162
C 1.5835 0.6506 -0.6026
H -1.7953 1.6716 0.4473
H -2.6532 0.2513 -0.1567
H -1.3872 0.9983 -1.1356
H -0.8929 -0.3848 1.6116
H -0.0743 -1.5499 -1.0694
H -0.7586 -2.4091 0.3434
H 1.2019 0.6288 1.5181
H 2.6563 0.4925 -0.4492
H 1.4091 1.7205 -0.7547
H 1.2960 0.1171 -1.5152
*
```

Record 8
Formula: C16H11N3O4S
Source: the Open Molecules 2025 dataset
Level of theory: wB97M-V/def2-TZVPD

Output
ΔE to the lowest compared entry with this formula, charge and spin, kJ/mol: 3.8
Orbital gap, Eh: 0.090
LUMO energy, eV: -3.7

The geometry in ORCA input format:
```
! wB97M-V def2-TZVPD RIJCOSX def2/J DEFGRID3
* xyz 0 1
N -0.9156 3.8812 -4.0031
O 2.2511 4.2266 -2.1698
O 1.9685 -1.8112 2.3086
O 0.1038 -0.1749 2.2622
N -0.4279 3.7928 -2.9319
N 0.2534 -1.8280 0.2780
O -4.8658 -3.8803 1.1142
C 1.5998 3.3724 -1.6051
C -0.0407 1.4884 -0.2184
C -0.6460 2.5672 -0.8137
C 4.1966 0.9144 -0.3286
C -1.3631 -2.9690 1.7582
C -2.0627 -1.9312 -0.2968
C -2.6441 -3.4932 1.9201
C -3.3638 -2.4528 -0.1411
C 3.6318 2.0603 -0.9193
C 3.4343 -0.0041 0.3924
C -1.0324 -2.1993 0.6136
C -3.6563 -3.2437 0.9786
C 2.2421 2.2368 -0.9082
C 1.4469 1.3117 -0.1819
C 2.0604 0.2179 0.4830
C 0.1149 3.6476 -1.5868
S 1.0752 -0.9645 1.4922
H -4.8338 -4.3976 1.9367
H -0.6740 0.7117 0.2196
H -1.7487 2.6028 -0.8236
H 5.2581 0.7863 -0.4148
H -0.6203 -3.2764 2.4865
H -1.8097 -1.3482 -1.1659
H -2.8663 -4.1907 2.7567
H -4.1360 -2.2842 -0.8897
H 4.1988 2.8406 -1.4256
H 3.8850 -0.8297 0.8990
H -0.0132 4.6203 -1.0751
*
```

Record 9
Formula: C14H22NO2
Source: the Open Molecules 2025 dataset
Level of theory: wB97M-V/def2-TZVPD

Output
ΔE to the lowest compared entry with this formula, charge and spin, kJ/mol: 348.1
Orbital gap, Eh: 0.183
LUMO energy, eV: -5.5

The geometry in ORCA input format:
```
! wB97M-V def2-TZVPD RIJCOSX def2/J DEFGRID3
* xyz 1 1
C 2.9244 0.6784 -2.4341
O 1.6120 0.9800 -1.9210
C 0.7621 0.0067 -1.6683
C -0.6044 0.2363 -1.9674
C -1.4810 -0.8613 -2.1714
C -2.8293 -0.6323 -2.3782
C -3.3455 0.6701 -2.4050
C -4.8224 0.8998 -2.4981
C -2.4550 1.7516 -2.3509
C -1.1046 1.5577 -2.1432
H 3.4073 1.6491 -2.5430
H 3.4900 0.0411 -1.7417
H 2.8452 0.1820 -3.4087
H 1.1400 -1.0179 -1.5225
H -1.0589 -1.8652 -2.1489
H -3.5252 -1.4578 -2.5218
H -5.0379 1.9729 -2.5221
H -5.2562 0.4412 -3.3956
H -5.3246 0.4535 -1.6295
H -2.8447 2.7622 -2.4735
H -0.4063 2.3897 -2.0861
C 2.6225 -0.5613 1.0003
N 1.6086 -0.5432 1.9895
C 1.4275 0.6883 2.7056
C 0.8220 0.4646 4.0844
O -0.1695 -0.5521 4.0335
C 0.3812 -1.8157 3.6870
C 0.9414 -1.7826 2.2713
H 3.0557 -1.5690 0.9194
H 2.1939 -0.2845 0.0296
H 3.3998 0.1760 1.2458
H 2.4137 1.1629 2.8143
H 0.7711 1.3746 2.1322
H 1.6471 0.2066 4.7783
H 0.2824 1.3620 4.4136
H 1.2035 -2.1114 4.3697
H -0.4669 -2.5103 3.7496
H 0.1102 -1.9463 1.5555
H 1.6711 -2.5965 2.1514
*
```

Record 10
Formula: C37H29F6N2O6PtS2Te
Source: the Open Molecules 2025 dataset
Level of theory: wB97M-V/def2-TZVPD

Output
ΔE to the lowest compared entry with this formula, charge and spin, kJ/mol: 127.9
Orbital gap (spin up / spin down), Eh: 0.250 / 0.241
LUMO energy (spin up / spin down), eV: 2.0 / 1.1

The geometry in ORCA input format:
```
! wB97M-V def2-TZVPD RIJCOSX def2/J DEFGRID3
* xyz -1 3
Pt -0.1950 -1.2311 -0.4764
C 5.5410 2.9871 -0.6572
C 4.5028 1.9338 -0.3734
C 4.8542 0.6149 -0.0819
C 3.9235 -0.3479 0.2559
C 4.4649 -1.7096 0.5477
O 5.3760 -2.1518 -0.1273
C 3.9747 -2.4954 1.7236
C 4.2096 -3.8649 1.7528
C 3.8447 -4.6107 2.8613
C 3.2557 -3.9870 3.9534
C 3.0331 -2.6163 3.9344
C 3.3881 -1.8733 2.8194
C 2.5282 -0.0475 0.2814
O 1.6892 -0.9180 0.6931
C 2.1547 1.2759 -0.1456
C 3.1544 2.2272 -0.3987
C 0.7586 1.6855 -0.2521
N -0.2363 0.8667 -0.2817
C -1.6243 1.3488 -0.3034
C -2.2519 1.1765 1.0655
Te -4.3027 1.7578 1.0784
C -3.8762 3.8215 1.1866
C -3.9300 4.6064 0.0375
C -3.7063 5.9753 0.1105
C -3.4254 6.5704 1.3312
C -3.3598 5.7934 2.4791
C -3.5878 4.4258 2.4080
C 0.4737 3.1553 -0.3656
C 0.2368 3.9291 0.7624
C -0.0423 5.2825 0.6350
C -0.0813 5.8696 -0.6210
C 0.1657 5.1001 -1.7501
C 0.4464 3.7480 -1.6233
H 6.5453 2.5712 -0.5762
H 5.4713 3.8192 0.0467
H 5.4346 3.4003 -1.6626
H 5.8967 0.3160 -0.1062
H 4.6675 -4.3301 0.8905
H 4.0118 -5.6802 2.8720
H 2.9635 -4.5698 4.8183
H 2.5724 -2.1287 4.7839
H 3.2012 -0.8086 2.7936
H 2.8600 3.2430 -0.6376
H -2.1808 0.7527 -1.0259
H -1.6733 2.3940 -0.6151
H -1.7404 1.7784 1.8169
H -2.2273 0.1320 1.3810
H -4.1495 4.1446 -0.9165
H -3.7504 6.5749 -0.7899
H -3.2553 7.6383 1.3886
H -3.1410 6.2528 3.4352
H -3.5510 3.8250 3.3079
H 0.2725 3.4732 1.7445
H -0.2404 5.8737 1.5199
H -0.3044 6.9239 -0.7198
H 0.1395 5.5523 -2.7332
H 0.6369 3.1419 -2.5006
F -5.9717 -0.9784 -0.3018
C -5.3736 -1.4369 -1.4092
F -6.2644 -2.1521 -2.0887
F -5.0157 -0.3874 -2.1531
S -3.9043 -2.4372 -0.9005
O -2.9040 -1.4430 -0.5904
O -4.3714 -3.2578 0.1804
N -3.6493 -3.1671 -2.2810
S -2.7381 -4.4685 -2.2825
O -1.9251 -4.5869 -1.1043
O -2.1580 -4.6626 -3.5756
C -3.9855 -5.8728 -2.1389
F -3.7598 -6.5913 -1.0395
F -3.8861 -6.6942 -3.1910
F -5.2430 -5.4280 -2.0908
C 1.2731 -5.5661 -1.6968
C 1.2575 -5.1354 -0.3803
C 0.9828 -3.8049 -0.0857
C 0.6467 -2.9228 -1.1147
C 0.7016 -3.3526 -2.4406
C 1.0100 -4.6711 -2.7282
H 1.4924 -6.6017 -1.9251
H 1.4755 -5.8282 0.4230
H 1.0207 -3.4610 0.9412
H 0.4593 -2.6696 -3.2446
H 1.0144 -5.0102 -3.7564
*
```

Record 11
Formula: F3PRb
Source: the Open Molecules 2025 dataset
Level of theory: wB97M-V/def2-TZVPD

Output
Orbital gap (spin up / spin down), Eh: 0.249 / 0.289
LUMO energy (spin up / spin down), eV: -0.7 / -0.7

The geometry in ORCA input format:
```
! wB97M-V def2-TZVPD RIJCOSX def2/J DEFGRID3
* xyz 0 2
F 0.1531 1.6189 0.7140
P -0.5884 -1.1298 1.5869
F -0.7924 -1.2583 -0.0978
F -1.7418 0.0014 1.8935
Rb 0.4727 0.9225 -1.8731
*
```

Record 12
Formula: C4H13N2O4
Source: the Open Molecules 2025 dataset
Level of theory: wB97M-V/def2-TZVPD

Output
ΔE to the lowest compared entry with this formula, charge and spin, kJ/mol: 62.7
Orbital gap, Eh: 0.314
LUMO energy, eV: 3.6

The geometry in ORCA input format:
```
! wB97M-V def2-TZVPD RIJCOSX def2/J DEFGRID3
* xyz -1 1
C -0.9981 0.0078 0.9226
N -1.2661 0.8134 -0.2584
C -0.9229 0.2239 -1.5468
O -1.2616 0.8321 -2.5745
O -0.3582 -0.8954 -1.4837
C 0.1227 0.6670 1.7475
C 1.5062 0.2036 1.2474
N -0.0593 0.1616 3.1653
H -1.9093 -0.0043 1.5371
H -0.6697 -0.9957 0.6888
H -1.9066 1.5930 -0.2586
H -0.0455 1.7460 1.7271
H 2.0513 -0.5548 1.8100
H 1.4794 -0.2435 0.2396
H 2.1581 1.0604 1.1810
H 0.6842 0.4663 3.7849
H 0.0419 -0.8443 3.1023
H -1.1994 -3.2959 -2.3322
H 0.1624 -2.7093 -2.0593
O -0.3206 -3.5448 -2.0630
H 1.1780 1.9428 -2.1211
H 0.3683 1.4347 -3.3729
O 1.1646 1.9354 -3.0831
*
```

| no. | DFT total energy (Ha) |
| --- | --- |
| 1 | -744.9514 |
| 2 | -346.8789 |
| 3 | -1647.7711 |
| 4 | -631.4596 |
| 5 | -3745.2899 |
| 6 | -211.5507 |
| 7 | -271.7056 |
| 8 | -1479.5067 |
| 9 | -751.5574 |
| 10 | -3771.1948 |
| 11 | -665.0559 |
| 12 | -570.7681 |